Formula: C31H52NOSi4SnTe
Source: the Open Molecules 2025 dataset
Level of theory: the ωB97M-V functional and the def2-TZVPD basis

Its net charge is -1. The largest force on an atom comes out at 2.612 eV/Å.

The geometry in XYZ format:
```
91
Properties=species:S:1:pos:R:3:forces:R:3:lowdin_charge:R:1
C -0.31992 -0.43725 -2.57926 0.1 -0.9 -0.1 -0.196
C 1.06228 -0.74475 -2.72050 -0.4 0.1 0.1 -0.172
C 1.27897 -2.06586 -2.27928 -0.2 -0.2 0.4 -0.227
H 1.83141 -0.08506 -3.12955 -0.3 -0.2 0.2 0.089
C 0.02874 -2.58753 -1.80860 -0.1 0.5 -0.7 -0.353
C -0.97427 -1.57809 -2.02684 0.9 0.1 -0.6 -0.298
H -0.14229 -3.60284 -1.46101 -0.1 0.2 -0.1 0.060
C 1.44662 1.48188 1.23308 0.5 -0.1 -0.4 -0.247
C 2.07474 1.57770 -0.03969 0.0 0.2 1.0 -0.157
C 3.02845 0.53212 -0.14211 -0.2 -0.4 0.5 -0.118
H 1.91761 2.37196 -0.77175 0.0 -0.3 0.2 0.075
C 2.97161 -0.24964 1.04305 -0.7 0.4 -0.4 -0.362
C 1.93917 0.31578 1.88602 0.3 0.2 -0.4 -0.276
H 2.22274 -2.61833 -2.31413 -0.3 0.3 0.1 0.081
H -2.04460 -1.69404 -1.88861 0.3 0.0 0.2 0.063
H -0.79972 0.48880 -2.89529 0.2 -0.2 0.3 0.068
H 1.68454 -0.02983 2.89361 0.1 0.3 -0.4 0.092
H 3.70467 0.35194 -0.97958 -0.3 0.1 0.2 0.096
H 0.75817 2.19660 1.68669 0.0 -0.5 -0.4 0.054
Sn 0.40639 -1.28220 0.44074 -0.2 0.9 -0.5 1.139
C 3.84485 -1.41281 1.44985 -0.3 -0.5 -0.1 -0.502
C 4.25608 -1.18146 2.90749 0.4 -0.2 0.0 -0.046
C 5.08275 -1.49163 0.54246 0.1 -0.1 0.2 -0.043
H 4.73922 -0.19851 2.97565 -0.1 -0.2 0.1 0.095
H 4.94523 -1.96725 3.23030 -0.1 0.2 0.1 0.068
H 3.38022 -1.19011 3.56525 0.2 0.0 -0.1 0.078
H 5.62015 -0.52995 0.58187 -0.1 -0.4 -0.1 0.092
H 4.79777 -1.70418 -0.50256 0.1 0.1 0.3 0.083
H 5.75032 -2.29291 0.89845 -0.1 0.2 -0.2 0.081
C 3.03196 -2.74620 1.31706 0.6 -0.4 0.2 -0.123
C 3.71830 -4.05075 1.78326 0.1 0.4 -0.2 -0.458
H 2.74655 -2.88517 0.25550 0.0 0.2 0.4 0.081
H 2.10032 -2.70282 1.91895 0.4 0.1 -0.3 0.074
O 4.66382 -4.11000 2.55953 -0.5 -0.1 -0.3 0.031
N 3.17992 -5.20559 1.26680 -0.4 -0.2 0.3 0.045
C 2.09821 -5.33981 0.28797 0.2 0.2 0.5 -0.140
H 3.53819 -6.05945 1.68465 0.0 0.4 -0.2 0.144
C 2.58140 -5.28778 -1.14549 0.2 -0.2 -0.4 -0.222
C 1.67546 -5.54514 -2.18050 0.3 0.1 -0.1 -0.069
H 0.64349 -5.80009 -1.92866 0.2 0.1 -0.2 0.114
C 2.08631 -5.48103 -3.51291 0.2 -0.1 0.2 -0.083
H 1.36248 -5.65977 -4.31163 0.3 0.1 0.3 0.105
C 3.42360 -5.19426 -3.82098 0.0 0.0 0.2 -0.097
H 3.75022 -5.15914 -4.86409 -0.1 0.0 0.4 0.098
C 4.34079 -4.96358 -2.78830 -0.3 -0.1 0.1 -0.083
H 5.39007 -4.74857 -3.00549 -0.4 -0.1 0.0 0.100
C 3.92020 -5.01677 -1.45108 -0.1 0.0 -0.3 -0.041
H 4.63990 -4.87568 -0.64042 -0.3 0.1 -0.3 0.111
H 1.33778 -4.55573 0.46506 0.3 -0.3 -0.1 0.108
H 1.60839 -6.30465 0.48246 0.1 0.3 -0.1 0.129
C -3.56046 2.26574 -3.00796 -0.3 0.0 -0.3 -0.216
Si -4.28690 2.00103 -1.29707 1.0 0.3 0.9 0.313
C -5.69693 3.17950 -0.92661 -0.6 -0.1 -0.6 -0.240
C -4.85474 0.20852 -1.12925 -0.2 0.0 -0.2 -0.243
Si -2.65157 2.67665 0.28820 -0.3 -0.7 0.4 0.178
Te -1.87789 0.38408 0.75559 1.8 -1.4 -1.3 0.624
Si -1.44496 4.66174 -0.08970 0.0 -1.1 0.2 0.363
C -2.83765 5.92891 -0.04296 0.2 0.4 -0.1 -0.231
C -0.17641 4.95874 1.27380 0.1 0.3 -0.1 -0.209
C -0.61137 4.53434 -1.77345 0.1 0.4 -0.1 -0.215
Si -3.21402 2.08082 2.55015 0.0 0.9 -1.1 0.154
C -4.42746 3.50081 2.93348 -0.3 -0.4 1.1 -0.251
C -4.09753 0.41723 2.78757 -0.5 -0.2 0.7 -0.321
C -1.72980 2.23005 3.69996 0.0 0.1 0.4 -0.237
H -4.33779 2.04115 -3.75429 0.2 0.1 0.0 0.028
H -2.70637 1.60286 -3.20053 -0.2 0.1 0.1 0.017
H -3.23150 3.30334 -3.15030 -0.1 -0.2 0.0 0.011
H -6.49047 2.99347 -1.66469 -0.1 0.3 0.2 0.022
H -6.10656 3.00995 0.07751 0.1 0.0 -0.2 0.017
H -5.38009 4.22725 -1.00564 -0.1 -0.2 0.0 0.013
H -4.04298 -0.50727 -1.31275 -0.2 0.3 0.1 -0.012
H -5.27860 -0.00714 -0.14041 0.1 0.1 -0.2 0.015
H -5.63886 0.03107 -1.88116 0.0 0.0 0.1 0.027
H -3.36151 5.90325 0.92224 0.1 0.0 -0.2 0.019
H -2.41782 6.93594 -0.18448 -0.2 -0.1 0.0 0.026
H -3.57125 5.73979 -0.83759 0.2 0.1 0.1 0.015
H 0.62380 4.20637 1.25478 -0.2 0.2 -0.1 0.013
H 0.29236 5.94720 1.13848 -0.1 -0.2 0.1 0.030
H -0.64586 4.93563 2.26705 0.1 0.0 -0.2 0.016
H 0.12605 3.71853 -1.78373 -0.2 0.2 0.1 0.022
H -1.34254 4.33922 -2.56960 0.2 0.1 0.2 0.008
H -0.08485 5.47450 -2.00604 -0.1 -0.2 -0.1 0.028
H -5.30803 3.48743 2.27920 0.2 -0.1 0.1 0.007
H -4.77074 3.37357 3.97098 -0.2 0.3 0.0 0.013
H -3.95627 4.48936 2.85576 0.1 -0.3 0.0 0.012
H -3.54719 -0.52056 2.57846 -0.3 0.9 0.2 -0.034
H -4.34462 0.39637 3.85687 -0.4 0.0 0.1 0.019
H -5.02797 0.37861 2.20975 0.0 0.1 0.1 0.015
H -0.96802 1.45561 3.54481 -0.3 0.2 -0.1 0.005
H -1.24128 3.21052 3.61683 -0.2 -0.2 0.0 0.013
H -2.10263 2.12523 4.72929 0.1 0.1 0.0 0.026
```
Positions in Å, forces in eV/Å.

Formula: CH3Cl2NO
Source: the Open Molecules 2025 dataset
Level of theory: the ωB97M-V functional and the def2-TZVPD basis

Its net charge is 0. The calculation puts the relative energy (zero: lowest compared OMol25 entry of this formula, charge and spin) at 284.2 kJ/mol. The largest force on an atom comes out at 3.224 eV/Å.

The geometry in XYZ format:
```
8
Properties=species:S:1:pos:R:3:forces:R:3:nbo_charge:R:1
C 0.45434 0.14497 0.27433 -1.4 1.4 -2.5 0.274
N -0.65354 -0.16125 0.96743 0.5 -0.2 0.0 -0.784
O -0.12558 0.33221 -1.80651 0.8 -0.7 2.7 -0.943
Cl 0.83981 1.83307 0.25341 0.1 -0.1 0.2 0.079
Cl 1.77307 -0.91155 0.35019 0.1 -0.4 -0.1 0.109
H -0.82790 -1.11520 1.23146 0.0 -0.1 -0.2 0.411
H -1.44545 0.44886 0.85815 0.0 0.1 -0.1 0.426
H -0.01476 -0.57111 -2.12845 0.0 0.0 -0.1 0.428
```
Positions in Å, forces in eV/Å.

Formula: C20H27NO4
Source: the Open Molecules 2025 dataset
Level of theory: the ωB97M-V functional and the def2-TZVPD basis

As for the SMILES: CCCCCCCCn1c(=O)c(C(=O)OCC)c(O)c2ccccc21. Its net charge is 0. The calculation puts the relative energy (zero: lowest compared OMol25 entry of this formula, charge and spin) at 0.0 kJ/mol. The largest force on an atom comes out at 0.702 eV/Å.

The geometry in XYZ format:
```
52
Properties=species:S:1:pos:R:3:forces:R:3:nbo_charge:R:1
C -1.17070 0.15658 -3.46248 0.0 -0.3 0.0 -0.598
C -1.64998 -1.18285 -2.91545 -0.1 0.3 0.1 -0.398
C -2.65712 -0.99177 -1.78424 0.0 -0.4 -0.2 -0.400
C -3.24118 -2.29973 -1.24615 0.1 0.1 0.1 -0.394
C -2.21949 -3.29115 -0.67662 0.0 0.2 0.0 -0.395
C -1.22568 -2.69352 0.31901 -0.3 -0.1 0.0 -0.403
C -1.88635 -2.10440 1.56411 0.3 0.1 -0.1 -0.413
C -0.89393 -1.27178 2.38176 -0.2 -0.4 0.2 -0.229
N -0.36681 -0.16371 1.59878 0.2 -0.2 0.2 -0.418
C 0.95433 -0.30700 1.15394 -0.1 0.1 0.1 0.672
O 1.62550 -1.23460 1.56166 0.0 -0.1 0.0 -0.609
C 1.41640 0.68816 0.19894 0.2 0.1 -0.2 -0.400
C 2.77471 0.60783 -0.34899 -0.1 0.2 -0.1 0.806
O 3.18864 1.39696 -1.19990 0.0 0.0 0.0 -0.667
O 3.52801 -0.35783 0.13213 -0.1 0.0 0.1 -0.460
C 4.85514 -0.45618 -0.37996 0.6 0.1 -0.3 -0.070
C 5.54709 -1.60229 0.33183 -0.4 0.3 -0.1 -0.621
C 0.59312 1.71033 -0.23724 0.4 -0.3 0.1 0.471
O 0.96206 2.60282 -1.13961 0.0 0.0 0.1 -0.653
C -0.72981 1.83760 0.31010 -0.2 0.0 0.0 -0.123
C -1.56293 2.89246 -0.08297 0.1 -0.1 0.1 -0.148
C -2.81950 3.02808 0.45150 0.0 0.1 -0.1 -0.251
C -3.25262 2.11259 1.40745 0.1 0.0 -0.1 -0.160
C -2.45367 1.06381 1.80106 0.0 -0.1 0.1 -0.263
C -1.17440 0.88558 1.25034 0.0 0.6 -0.4 0.212
H -0.44709 0.00908 -4.26081 0.1 0.1 -0.1 0.208
H -0.69955 0.74419 -2.67746 0.1 0.1 0.1 0.200
H -2.00670 0.72963 -3.85810 -0.1 0.1 0.0 0.200
H -0.78926 -1.74847 -2.55495 0.0 -0.1 0.0 0.194
H -2.11397 -1.76012 -3.71879 0.0 -0.1 0.0 0.194
H -2.18559 -0.43139 -0.97487 0.0 0.1 0.1 0.194
H -3.48414 -0.37882 -2.15347 0.0 0.1 0.0 0.203
H -3.78035 -2.80203 -2.05347 -0.1 0.0 0.0 0.202
H -3.97746 -2.05479 -0.47692 -0.1 0.0 0.0 0.196
H -2.76769 -4.10395 -0.19334 0.0 -0.1 0.0 0.200
H -1.65223 -3.72827 -1.50056 0.0 -0.1 0.0 0.203
H -0.64735 -1.91786 -0.18369 0.1 0.0 0.0 0.196
H -0.51951 -3.46881 0.62374 0.1 0.1 0.0 0.214
H -2.72651 -1.47756 1.26574 -0.1 0.0 0.0 0.201
H -2.27125 -2.90664 2.19624 -0.1 0.0 0.0 0.211
H -1.35064 -0.89687 3.30046 0.1 0.0 0.0 0.198
H -0.03078 -1.88612 2.64889 -0.2 0.2 0.0 0.259
H 4.80614 -0.62565 -1.46228 0.0 0.1 0.2 0.187
H 5.37323 0.49542 -0.21078 -0.1 -0.2 -0.1 0.188
H 4.99900 -2.52494 0.16461 0.0 -0.1 0.0 0.218
H 6.56077 -1.71034 -0.04336 0.1 0.0 0.0 0.213
H 5.57615 -1.41088 1.40060 0.1 0.0 0.1 0.217
H 1.90055 2.38606 -1.40996 -0.1 -0.1 0.2 0.524
H -1.18407 3.59075 -0.81226 0.0 0.1 -0.1 0.234
H -3.46201 3.83845 0.14534 0.0 0.1 0.0 0.219
H -4.23133 2.22372 1.85027 -0.1 0.0 0.1 0.217
H -2.82436 0.38753 2.55255 0.0 -0.1 0.0 0.222
```
Positions in Å, forces in eV/Å.

What total energy values result from the calculations? In sequence: -2982.7794; -1090.1944; -1134.0937 hartree.
What gap between HOMO and LUMO values result from the calculations? In sequence: 0.1987; 0.3407; 0.3107 Eh.
What HOMO values result from the calculations? In sequence: -3.218; -9.213; -8.496 eV.